The following is a quantum chemistry calculation of an isolated ion of composition C22H30ClN2O3 and charge +1, from the Open Molecules 2025 dataset.

```
58
Properties=species:S:1:pos:R:3:forces:R:3:nbo_charge:R:1
H 1.87392 -1.26313 1.14782 -0.08 0.11 0.17 0.244
C -1.16397 -0.49155 -1.46923 0.02 0.04 -0.12 -0.234
H 0.66868 3.09629 -1.39497 0.13 -0.02 -0.02 0.226
H -1.66733 0.18150 5.02054 0.05 -0.16 -0.05 0.226
C -0.23163 -3.63931 0.41722 -0.02 0.09 -0.15 -0.238
H 2.31320 -1.17144 2.86872 -0.08 0.08 0.00 0.230
C -0.94325 1.82034 -3.08459 -0.26 0.15 -0.18 -0.096
N -0.08958 -3.26517 1.83609 -0.14 -0.78 0.11 -0.645
H -4.04994 3.75326 -0.16224 -0.12 -0.01 0.01 0.239
H 0.76476 1.17407 2.02712 0.04 -0.10 0.00 0.221
C -1.25491 -1.62565 -0.67853 0.11 -0.09 -0.04 -0.253
C 1.16847 -0.94132 -1.88392 -0.06 0.01 0.11 0.286
H -2.07888 0.17992 1.45845 0.01 0.04 0.01 0.176
H -1.52680 1.87416 1.38580 0.06 -0.18 -0.07 0.241
C 1.27883 -3.01787 2.28443 0.04 0.16 0.08 -0.248
H 4.27385 0.38220 -4.87636 0.05 0.07 -0.10 0.223
H 0.09294 -1.52110 4.39388 0.06 -0.04 -0.05 0.225
C -1.45740 -0.06669 3.97951 0.19 -0.11 0.08 -0.084
O -1.63126 1.11617 3.24533 -0.05 0.12 0.18 -0.502
H -2.16848 -0.83718 3.64305 0.02 0.04 0.04 0.174
H 0.67809 0.15303 4.21890 0.04 -0.11 -0.10 0.227
C -0.68474 4.01530 -0.01255 0.07 0.03 -0.02 -0.220
C 1.55186 -1.50115 2.16276 0.50 -0.25 -0.11 -0.236
H -0.60643 2.49583 -3.87798 -0.12 -0.13 0.07 0.224
C 0.05946 0.42618 1.65662 -0.46 0.63 -0.31 -0.259
H 4.77195 0.01340 -3.21924 0.11 0.04 0.04 0.214
H 0.09711 4.48611 0.56288 0.09 0.06 0.06 0.226
O 2.41266 -0.72206 -2.36338 -0.11 -0.06 0.30 -0.501
H -2.27626 4.82121 1.17666 -0.04 0.06 0.09 0.232
H 0.52857 -4.37388 0.12794 -0.06 0.00 0.04 0.198
H 1.37819 -3.33057 3.32546 -0.04 -0.02 -0.08 0.217
O 0.18286 1.00084 -2.83062 0.26 -0.25 0.13 -0.496
H 4.14695 -1.27001 -4.25733 0.04 -0.09 -0.06 0.215
C 0.03216 -0.12097 -2.07338 0.13 -0.02 0.01 0.229
H -2.04611 0.10934 -1.60943 -0.13 0.11 -0.07 0.227
H -0.52373 -3.98014 2.40780 0.07 0.07 0.01 0.399
H -1.21480 -4.09781 0.29971 0.07 -0.03 0.02 0.224
H 1.91236 -0.16699 -4.29552 0.03 0.04 0.11 0.181
C 2.64228 0.08086 -3.51885 0.36 0.33 -0.59 -0.055
H -0.38756 -1.62819 2.06123 0.11 0.57 0.25 0.496
H 2.54177 1.14117 -3.26474 -0.03 -0.20 -0.06 0.182
C -2.68068 2.82571 -1.51424 0.21 0.10 0.08 -0.025
H -1.78009 1.22851 -3.46757 0.15 0.06 0.02 0.208
H 1.93090 -2.68840 -0.97554 0.16 -0.10 0.01 0.230
H -2.20663 -1.89107 -0.24404 -0.16 -0.05 0.06 0.220
C -0.36321 3.23785 -1.10991 -0.05 0.01 0.03 -0.193
C -2.01398 4.20534 0.33092 -0.04 0.00 -0.05 -0.202
N 0.26263 -0.82703 2.40712 -0.11 -0.22 -0.19 -0.444
C -0.14324 -2.42642 -0.46896 -0.04 -0.01 -0.12 -0.066
C 1.05042 -2.07289 -1.08109 -0.18 0.14 -0.19 -0.267
C -1.35108 2.63391 -1.87993 -0.09 -0.17 -0.04 -0.095
C -1.37518 0.91304 1.87930 0.29 -0.04 -0.28 -0.095
C 4.05266 -0.21875 -3.99975 -0.41 -0.04 0.25 -0.622
C -3.01260 3.60906 -0.41860 -0.05 0.01 0.02 -0.226
Cl -3.96437 2.09056 -2.42177 -0.08 -0.03 -0.01 0.018
H 2.01922 -3.56892 1.69727 -0.02 0.03 0.05 0.219
C -0.02433 -0.59212 3.83710 -0.50 0.19 0.53 -0.251
H 0.23167 0.25261 0.59465 0.07 -0.10 0.06 0.256
```
Positions in Å, forces in eV/Å.

## Properties
**Structure (SMILES)**: CCOc1cc(CNCC[NH+]2CCOCC2)ccc1OCc1ccccc1Cl
**Relative energy (zero: lowest compared OMol25 entry of this formula, charge and spin)**: 0.0 kcal/mol
**Net charge**: +1
**2S+1**: 1
**E_tot**: -1651.5045 a.u.

=====

The following is a quantum chemistry calculation of C22H30CrO3PSb as an isolated structure at a distorted geometry, from the Open Molecules 2025 dataset.

```
58
Properties=species:S:1:pos:R:3:forces:R:3:mulliken_spin:R:1
C 1.85862 -0.91176 -4.84825 -0.03 0.04 -0.03 0.000
H -0.27288 -0.86376 -4.97535 -0.12 -0.01 -0.05 0.000
H 1.96632 -1.27816 2.34155 -0.01 0.05 0.09 0.017
Sb -1.66898 0.75814 0.60655 -1.21 1.79 -0.39 -0.074
P 1.22012 -1.38196 -0.32445 1.67 -0.04 -0.72 -0.015
C 2.95972 -1.02206 -4.01455 0.15 -0.03 0.02 0.001
C 1.78572 -3.10316 -0.09795 -0.43 -0.14 0.11 0.011
C 0.48662 -3.93256 -0.45705 1.02 0.07 -0.05 0.000
C -3.66178 0.23704 -0.09785 0.30 0.12 0.18 0.020
H -2.02478 2.85764 -1.11875 -0.12 -0.16 0.02 -0.001
H -1.27748 2.53774 2.63845 0.00 -0.14 0.04 0.001
Cr -0.66498 -1.54316 1.07885 0.08 -1.12 -1.36 4.024
H -0.02118 3.57864 0.20755 0.06 0.11 0.09 0.000
H -4.19588 -0.19086 0.75245 -0.01 0.13 0.04 0.002
C 0.57952 -0.93686 -4.31785 -0.01 0.01 -0.19 0.006
C -3.54288 -0.79296 -1.20895 0.12 -0.08 0.09 0.068
H -2.51188 -0.72986 4.12675 -0.02 0.01 -0.03 -0.002
H -3.87848 3.09484 1.12595 -0.14 0.07 -0.10 0.000
H -2.85188 -2.46086 4.18735 -0.08 -0.05 -0.02 0.002
C 3.54412 1.83924 0.73695 0.07 0.14 -0.01 0.003
C 2.78612 -1.15966 -2.65005 -0.08 -0.07 0.12 0.003
H 3.96652 2.72404 0.28475 0.08 0.08 -0.04 0.000
H -1.04158 1.60574 -1.90135 -0.12 -0.03 0.00 0.002
H -4.19228 1.12364 -0.44665 0.03 0.07 0.14 -0.002
H -0.59868 -1.12156 -2.52705 0.00 0.04 -0.03 0.027
H -2.95568 -1.65416 -0.87415 -0.06 -0.05 -0.16 0.000
C -2.99698 3.41034 1.67815 0.02 -0.14 -0.06 -0.002
C 2.95222 0.87964 -0.06965 0.06 -0.34 0.05 -0.005
H 4.01172 2.45144 2.73765 0.03 0.03 -0.01 0.000
H 0.31652 3.65764 -1.52425 0.05 0.06 0.01 0.000
C 0.39772 -1.06376 -2.95195 0.01 -0.02 0.14 -0.023
H 2.00582 -3.28776 0.95935 0.00 0.02 -0.09 0.011
H -2.77998 1.64984 2.90235 0.10 -0.08 0.01 -0.003
C 2.39142 -0.25896 0.50095 -0.16 0.18 0.07 -0.046
H 3.95712 -1.01106 -4.42905 0.07 -0.01 -0.04 0.000
C 0.08982 2.98384 -0.69735 -0.02 -0.12 0.04 -0.004
C 1.50152 -1.16906 -2.11345 -0.38 0.16 0.33 -0.018
H 2.64892 -3.38076 -0.70865 -0.19 0.00 0.08 0.003
C -1.17208 2.19014 -0.98905 -0.01 -0.49 0.38 0.012
H 2.92322 1.01164 -1.14155 -0.01 0.08 -0.08 0.000
H 3.00092 0.44734 3.76695 0.04 -0.05 0.06 0.000
C 3.56762 1.68934 2.11215 0.01 0.03 0.07 0.002
O -0.59688 -3.31496 -0.21325 -1.02 0.75 0.51 -0.019
H -3.32838 4.00814 2.52625 -0.04 0.09 0.02 0.000
H 2.00542 -0.81476 -5.91395 -0.03 0.01 -0.08 0.000
O -0.36548 -2.75476 2.76245 -0.43 0.64 0.15 0.070
O 0.61752 -5.03636 -0.93345 0.12 -0.49 -0.19 0.007
C 2.41872 -0.39846 1.89165 0.08 -0.20 -0.05 0.062
C -1.32018 -1.94706 2.81385 -0.06 -0.51 1.65 -0.098
H 0.93852 2.31734 -0.55515 0.06 0.08 0.00 0.004
H -1.38718 -1.84636 4.95695 0.02 -0.03 0.00 -0.002
H -3.05418 -0.36116 -2.08165 0.06 -0.05 -0.13 -0.004
C 3.00472 0.56004 2.69225 0.05 0.10 0.05 -0.004
H -4.52468 -1.14796 -1.51615 -0.05 -0.07 -0.07 0.006
C -2.20478 2.21134 2.16375 0.31 -0.42 -0.24 0.011
C -2.05728 -1.71816 4.10605 0.14 -0.16 -0.23 -0.049
H 3.64072 -1.27676 -1.99455 0.04 0.05 -0.03 -0.001
H -2.39438 4.04654 1.03535 0.01 0.10 -0.11 0.000
```
Positions in Å, forces in eV/Å.

## Properties
**Relative energy (zero: lowest compared OMol25 entry of this formula, charge and spin)**: 14.6 kcal/mol
**Net charge**: 0
**Expectation value of S²**: 6.050
**2S+1**: 5
**E_tot**: -2708.0445 a.u.

=====

The following is a quantum chemistry calculation of C22H30FeN7S2 as an isolated structure, from the Open Molecules 2025 dataset.

```
62
Properties=species:S:1:pos:R:3:forces:R:3:nbo_charge:R:1
C -2.97452 0.03472 1.36727 0.05 0.06 -0.05 0.027
N 1.07845 -0.71763 -0.01055 -0.58 0.15 -0.46 -0.740
H 5.30329 -1.38750 -1.51387 -0.01 0.00 0.00 0.185
N 1.73608 0.36069 3.15254 -0.11 -0.11 0.07 -0.413
C -3.80284 2.10477 2.26379 -0.10 -0.13 -0.07 -0.243
H 0.98523 2.85349 0.35405 0.00 0.01 0.00 0.215
C 1.10635 1.90354 -1.60169 -0.06 0.14 0.02 -0.227
C 2.09163 -3.36585 -1.27775 0.03 0.04 0.01 -0.608
H -0.21231 0.27695 -2.13737 0.00 -0.03 -0.02 0.234
H 2.14855 -3.19772 -2.35556 -0.01 0.00 0.00 0.199
H 0.18633 2.40024 3.51552 0.00 0.03 0.00 0.200
C 1.70807 -0.91086 3.43361 -0.25 0.16 -0.13 0.268
C 3.28833 -1.16463 -0.87973 -0.06 -0.10 0.14 0.015
N -4.43895 -1.13508 -1.80545 0.00 -0.01 0.03 -0.621
C -3.10425 -0.85863 -1.69895 0.03 -0.03 -0.04 0.281
C 3.23799 -2.64904 -0.55783 -0.02 -0.05 -0.02 -0.236
H 3.55916 2.42220 -2.24137 -0.01 0.00 0.00 0.185
H -4.26762 1.85301 -0.85020 0.01 -0.01 0.00 0.215
H -0.64368 1.83749 -2.89837 -0.03 0.01 0.00 0.178
H -6.02481 0.12815 -2.39445 0.00 0.01 0.01 0.191
H 0.73209 0.89430 -3.48540 0.00 0.01 -0.01 0.211
H -0.32576 3.28715 -0.75604 -0.02 0.01 -0.01 0.181
H -3.11082 -0.93866 0.91360 0.02 -0.02 -0.01 0.212
C -0.14633 1.67504 2.78544 -0.01 -0.08 -0.10 -0.097
H 2.13934 -4.44240 -1.09296 0.01 -0.02 0.01 0.185
H -4.37748 1.79364 -2.62082 0.00 -0.01 0.00 0.188
H -0.29733 1.69548 0.03587 0.01 0.03 -0.02 0.206
H -2.29339 3.39311 3.05806 0.00 0.01 0.01 0.208
H -5.04164 0.48667 1.48092 -0.03 0.00 0.01 0.200
C 0.18345 1.18921 -2.58900 -0.02 0.00 0.01 -0.618
H 4.05378 -2.45235 1.43691 -0.01 0.00 0.02 0.192
H 4.17397 -3.06049 -0.95494 -0.03 0.00 -0.03 0.178
Fe -0.05973 -0.57150 1.23870 0.77 0.25 0.18 0.738
C -1.46383 1.55521 2.30129 -0.11 -0.03 -0.02 0.171
H -5.75698 0.04845 -0.64599 0.00 0.00 0.01 0.188
H 2.88760 -2.42344 3.99884 0.01 0.02 0.00 0.386
H 3.60174 -0.89931 4.08474 0.00 0.04 0.00 0.382
N -2.96453 0.48121 -1.77662 0.02 -0.02 0.15 -0.613
C 3.22236 -2.95682 0.93685 0.06 0.06 -0.03 -0.617
C 3.50540 1.42312 -1.81785 0.09 0.02 -0.05 -0.201
S 0.36638 -1.95083 2.99038 0.21 0.02 0.14 -0.259
C 0.31987 2.46860 -0.41965 0.03 -0.06 -0.02 -0.597
H 1.13204 -2.99209 -0.92536 -0.04 0.02 0.00 0.239
C 2.16968 -0.28383 -0.68515 0.31 -0.10 0.13 0.124
C 4.47309 -0.69278 -1.41952 0.11 0.05 -0.01 -0.224
N -1.68397 0.37282 1.61749 0.03 0.02 0.14 -0.506
H 2.28884 -2.62371 1.38118 -0.03 0.01 0.04 0.241
H 3.32022 -4.03356 1.10555 -0.01 -0.03 0.00 0.185
N 2.75296 -1.43850 4.16727 0.02 -0.15 0.05 -0.824
H -2.08809 0.88741 -1.49079 0.02 0.03 -0.06 0.441
H 5.56870 0.97127 -2.25558 0.01 0.00 -0.01 0.192
C -4.22585 1.19548 -1.71943 -0.07 0.01 -0.06 -0.224
H -4.62636 2.77078 2.48840 -0.02 -0.01 0.00 0.202
C 4.62924 0.61519 -1.85350 -0.10 -0.04 0.05 -0.303
S -1.88237 -1.95727 -1.49023 -0.24 -0.12 -0.09 -0.215
N 0.60625 0.66038 2.42289 -0.02 -0.18 0.08 -0.206
C 2.28835 1.00501 -1.29621 -0.09 0.04 -0.01 -0.075
C -4.03627 0.83588 1.67361 0.00 0.17 0.08 -0.312
C -2.52244 2.45257 2.57354 0.11 -0.06 -0.02 -0.232
H -4.74030 -2.04802 -1.51377 0.02 -0.01 -0.02 0.410
C -5.26149 0.05191 -1.61892 0.03 0.03 -0.06 -0.221
H 1.52914 2.76738 -2.12742 0.02 -0.02 0.01 0.182
```
Positions in Å, forces in eV/Å.

## Properties
**Net charge**: -1
**2S+1**: 1
**E_tot**: -3299.7040 a.u.